(1)
Here is C14H38KNO6 as an isolated structure in a non-equilibrium geometry from the OMol25 dataset. Energies are from wB97M-V/def2-TZVPD.

The gap between HOMO and LUMO comes out at 3.553 eV. The energy above the lowest of the compared OMol25 structures with the same formula, charge and spin is 4.507 eV.

Each line ends with the Mulliken charge.
Element x y z (Å)
K1 21.025 30.220 -32.623  0.89
C1 16.245 26.027 -36.351  -0.94
C2 16.227 27.568 -36.022  -0.37
O1 17.273 28.056 -35.254  -0.89
H1 16.148 25.368 -35.489  0.28
H2 17.182 25.727 -36.820  0.25
H3 15.492 25.822 -37.112  0.30
H4 15.249 27.860 -35.641  0.22
H5 16.368 28.102 -36.962  0.19
C3 23.090 29.869 -29.150  -0.81
O2 22.199 30.874 -29.576  -0.17
C4 22.152 32.080 -28.769  -0.57
C5 20.965 32.921 -29.081  -0.80
N1 21.051 33.616 -30.430  -0.26
C6 19.801 34.312 -30.653  -0.71
C7 19.512 34.748 -32.035  -0.49
O3 20.329 35.856 -32.397  -0.31
C8 19.926 36.598 -33.534  -0.72
H6 24.124 30.215 -29.168  0.31
H7 23.107 29.088 -29.910  0.24
H8 22.889 29.310 -28.237  0.31
H9 23.053 32.687 -28.853  0.32
H10 22.156 31.777 -27.722  0.40
H11 20.920 33.678 -28.298  0.37
H12 20.031 32.377 -28.946  0.45
H13 21.764 34.330 -30.377  0.27
H14 19.858 35.153 -29.962  0.33
H15 18.956 33.670 -30.402  0.43
H16 18.471 35.070 -32.071  0.40
H17 19.612 33.944 -32.765  0.24
H18 20.637 37.422 -33.596  0.23
H19 18.906 36.954 -33.391  0.31
H20 19.955 36.028 -34.463  0.29
C9 27.226 32.492 -33.053  -0.99
C10 25.971 31.838 -32.424  -0.21
O4 25.521 30.636 -33.073  -0.51
H21 27.961 31.688 -33.034  0.28
H22 27.550 33.300 -32.398  0.32
H23 27.148 32.798 -34.097  0.27
H24 25.118 32.515 -32.400  0.30
H25 26.240 31.726 -31.374  0.23
H26 26.113 29.929 -32.808  0.30
C11 23.008 28.093 -37.488  -0.89
C12 21.890 28.939 -38.081  -0.27
O5 21.325 29.775 -37.062  -0.53
H27 23.420 27.391 -38.214  0.33
H28 22.702 27.388 -36.715  0.27
H29 23.788 28.707 -37.038  0.22
H30 21.160 28.336 -38.621  0.30
H31 22.298 29.594 -38.851  0.23
H32 20.550 29.347 -36.690  0.32
C13 15.807 29.548 -28.361  -1.10
C14 15.684 29.111 -29.795  -0.16
O6 16.890 29.632 -30.400  -0.51
H33 15.685 30.625 -28.248  0.27
H34 16.743 29.277 -27.873  0.28
H35 15.030 29.098 -27.742  0.36
H36 14.768 29.426 -30.295  0.30
H37 15.709 28.022 -29.809  0.25
H38 16.879 29.425 -31.337  0.30

---

(2)
Here is an isolated ion of composition C2H2N2OP and charge +1 in a non-equilibrium geometry from the OMol25 dataset. Energies are from wB97M-V/def2-TZVPD.

Its charge is +1. The gap between HOMO and LUMO (alpha / beta) comes out at 8.056 / 8.054 eV. The SMILES is N#CCP=[N+]=O. The energy above the lowest of the compared OMol25 structures with the same formula, charge and spin is 3.149 eV.

Each line ends with the Mulliken charge.
Element x y z (Å)
N1 -0.780 -1.942 0.763  -0.22
C1 -0.417 -0.829 0.736  0.14
C2 -0.110 0.516 0.763  -0.28
P1 0.424 1.349 -0.988  0.32
N2 0.445 0.007 -1.721  0.56
O1 0.589 -1.125 -1.926  -0.21
H1 0.926 1.120 1.048  0.33
H2 -1.076 0.905 1.325  0.37

---

(3)
Here is a 3-piece molecular cluster, C4H6N3O2 overall in a non-equilibrium geometry from the OMol25 dataset. Energies are from wB97M-V/def2-TZVPD.

Its charge is +1. Its expectation value of S² is 2.017. The gap between HOMO and LUMO (alpha / beta) comes out at 6.987 / 10.172 eV. The energy above the lowest of the compared OMol25 structures with the same formula, charge and spin is 0.000 eV. Its multiplicity is 3.

Each line ends with the Löwdin spin population.
Element x y z (Å)
C1 2.037 2.850 0.460  0.00
C2 -2.916 1.081 0.366  0.00
C3 0.843 -1.555 0.579  0.86
C4 0.485 -0.695 -1.530  0.53
N1 1.304 1.997 0.288  0.00
N2 -0.015 -2.435 0.907  0.27
N3 0.649 -0.518 -0.238  0.22
O1 -3.581 2.003 0.295  0.00
O2 -2.317 0.113 0.410  0.00
H1 2.737 3.749 0.518  0.00
H2 0.479 -1.724 -1.949  0.02
H3 0.333 0.127 -2.250  0.03
H4 -0.889 -2.353 0.386  0.02
H5 0.043 -3.120 1.709  0.02
H6 0.808 0.479 0.049  0.01

---

(4)
Here is C22H21N4O6Ru as an isolated structure from the OMol25 dataset. Energies are from wB97M-V/def2-TZVPD.

Its charge is +1. The gap between HOMO and LUMO (alpha / beta) comes out at 4.871 / 4.895 eV. The energy above the lowest of the compared OMol25 structures with the same formula, charge and spin is 0.000 eV.

Each line ends with the Mulliken charge.
Element x y z (Å)
Ru1 0.126 -0.191 -0.401  0.66
O1 4.678 -0.540 -0.405  -0.62
C1 4.870 0.600 0.256  0.38
C2 6.193 0.979 0.489  -0.75
C3 6.472 2.140 1.168  -0.32
C4 5.447 2.974 1.644  -0.81
C5 4.145 2.625 1.430  -0.39
C6 3.820 1.434 0.734  0.31
C7 2.450 1.094 0.513  1.41
O2 2.127 -0.005 -0.089  -1.03
N1 1.496 1.910 0.976  -0.86
N2 0.294 1.456 0.653  0.46
C8 -0.745 2.096 1.166  -0.29
C9 -2.079 1.853 0.829  0.62
C10 -3.083 2.612 1.503  -0.80
C11 -4.383 2.544 1.124  -0.60
C12 -4.752 1.742 0.015  -0.45
C13 -3.826 1.018 -0.675  -0.57
C14 -2.474 1.013 -0.268  0.98
O3 -1.630 0.324 -0.977  -0.68
H1 3.727 -0.707 -0.523  0.29
H2 6.976 0.333 0.119  0.46
H3 7.504 2.416 1.340  0.39
H4 5.687 3.884 2.175  0.42
H5 3.340 3.249 1.786  0.43
H6 -0.508 2.903 1.852  0.44
H7 -2.781 3.244 2.328  0.38
H8 -5.136 3.113 1.650  0.43
H9 -5.789 1.707 -0.291  0.40
H10 -4.088 0.406 -1.527  0.48
C15 -1.185 -4.964 -2.410  -1.17
C16 0.184 -5.461 -1.959  -1.33
C17 0.785 -4.633 -0.803  2.30
C18 2.171 -5.185 -0.411  -1.39
C19 2.826 -4.420 0.735  -0.96
C20 -0.125 -4.789 0.407  -0.19
O4 -0.411 -5.841 0.898  -0.55
N3 -0.636 -3.604 0.995  0.10
C21 -0.425 -2.398 0.461  0.78
O5 -0.807 -1.304 1.012  -0.51
N4 0.234 -2.195 -0.684  -0.14
C22 0.976 -3.202 -1.303  -0.24
O6 1.710 -2.940 -2.216  -0.57
H11 -1.560 -5.582 -3.224  0.48
H12 -1.138 -3.935 -2.775  0.27
H13 -1.916 -5.014 -1.600  0.28
H14 0.895 -5.418 -2.784  0.46
H15 0.118 -6.496 -1.621  0.47
H16 2.796 -5.137 -1.302  0.45
H17 2.041 -6.233 -0.141  0.47
H18 2.952 -3.362 0.488  0.11
H19 3.814 -4.825 0.943  0.49
H20 2.243 -4.498 1.656  0.28
H21 -1.167 -3.694 1.852  0.32